#one
C8H20O2 | the ωB97M-V functional and the def2-TZVPD basis

Atoms and positions in Å:
C (-0.109, 4.781, 2.089)
C (0.873, 3.772, 2.574)
C (0.322, 2.330, 2.791)
O (0.213, 1.860, 1.482)
C (-0.019, 0.573, 1.265)
H (0.329, 5.793, 2.082)
H (-1.008, 4.792, 2.728)
H (-0.410, 4.521, 1.061)
H (1.643, 3.753, 1.779)
H (1.326, 4.236, 3.471)
H (1.006, 1.785, 3.469)
H (-0.666, 2.391, 3.288)
H (-0.240, 0.430, 0.194)
H (-0.778, 0.033, 1.856)
H (0.971, 0.136, 1.481)
C (-1.934, -2.601, -1.751)
C (-0.683, -1.974, -1.063)
C (0.643, -2.747, -1.339)
O (1.050, -2.444, -2.699)
C (0.876, -3.353, -3.648)
H (-1.713, -2.552, -2.831)
H (-2.850, -2.019, -1.553)
H (-2.119, -3.653, -1.477)
H (-0.516, -0.976, -1.512)
H (-0.714, -1.849, 0.036)
H (1.475, -2.373, -0.712)
H (0.631, -3.851, -1.257)
H (-0.208, -3.545, -3.714)
H (1.393, -4.311, -3.474)
H (1.218, -2.938, -4.611)

Computed properties:
**SMILES**: CCCOC.CCCOC
**Molar mass**: 148.246 g mol⁻¹
**HOMO**: -9.40 eV
**Charge**: 0

=====

#two
C8H20O2 | the ωB97M-V functional and the def2-TZVPD basis

Atoms and positions in Å:
C (3.570, -3.018, 0.707)
C (4.151, -1.724, 1.346)
C (4.621, -1.805, 2.847)
C (3.591, -2.213, 3.935)
O (5.248, -0.587, 3.290)
H (2.754, -3.339, 1.377)
H (4.372, -3.774, 0.742)
H (3.179, -2.968, -0.324)
H (5.083, -1.389, 0.851)
H (3.384, -0.943, 1.181)
H (5.349, -2.635, 2.956)
H (2.803, -1.455, 4.082)
H (4.051, -2.438, 4.912)
H (3.125, -3.134, 3.545)
H (6.155, -0.784, 3.604)
C (-3.922, 2.438, -4.329)
C (-4.449, 1.751, -3.070)
C (-3.902, 2.394, -1.773)
C (-4.135, 1.480, -0.606)
O (-4.469, 3.660, -1.481)
H (-4.047, 3.534, -4.357)
H (-4.368, 2.011, -5.243)
H (-2.844, 2.207, -4.322)
H (-5.542, 1.905, -3.161)
H (-4.255, 0.664, -3.153)
H (-2.811, 2.448, -1.966)
H (-3.732, 0.479, -0.835)
H (-5.219, 1.390, -0.424)
H (-3.653, 1.852, 0.313)
H (-4.086, 3.994, -0.643)

Computed properties:
**SMILES**: CC[C@H](C)O.CC[C@H](C)O
**Molar mass**: 148.246 g mol⁻¹
**HOMO**: -10.18 eV
**Charge**: 0

=====

Pick #two: it beats the second-best structure by 137.7 kJ/mol.

=====

#one
C3H4OS | the ωB97M-V functional and the def2-TZVPD basis

Atoms and positions in Å:
C (0.579, -0.213, -0.796)
C (-0.785, -0.868, -0.444)
C (0.813, 0.610, 0.662)
H (-0.552, -1.785, 0.235)
H (-1.673, -1.181, -1.280)
H (1.163, 1.671, 0.614)
H (1.631, 0.281, 1.309)
O (1.354, -0.270, -1.653)
S (-0.940, 0.375, 0.988)

Computed properties:
**Molar mass**: 88.131 g mol⁻¹
**HOMO**: -8.97 eV
**Charge**: 0

=====

#two
C3H4OS | the ωB97M-V functional and the def2-TZVPD basis

Atoms and positions in Å:
C (-1.413, 0.781, -0.077)
C (-0.423, 0.249, 0.652)
C (0.498, -0.340, -0.214)
O (0.320, -0.758, -1.355)
S (2.178, -0.630, 0.469)
H (-2.369, 1.273, 0.273)
H (-1.439, 0.408, -1.048)
H (-0.098, 0.709, 1.649)
H (2.746, -1.690, -0.348)

Computed properties:
**SMILES**: C=CC(=O)S
**Molar mass**: 88.131 g mol⁻¹
**HOMO**: -9.69 eV
**Charge**: 0

=====

Pick #two: it beats the second-best structure by 26.1 kJ/mol.

=====

#one
C4H9N4O | the ωB97M-V functional and the def2-TZVPD basis

Atoms and positions in Å:
C (-0.528, -1.692, -2.472)
N (0.162, -0.823, -1.539)
N (-0.362, 0.426, -1.467)
C (-0.254, 1.542, -0.695)
N (0.684, 1.774, 0.258)
C (0.958, 1.304, 1.389)
C (0.183, 0.131, 2.051)
N (0.282, 0.127, 3.416)
O (-0.477, -0.661, 1.367)
H (-0.388, -1.379, -3.420)
H (0.044, -2.600, -2.313)
H (-1.540, -1.767, -2.436)
H (0.294, -1.060, -0.567)
H (-0.841, 0.527, -2.377)
H (-0.703, 2.389, -0.927)
H (1.905, 1.751, 1.927)
H (1.064, 0.353, 3.964)
H (-0.483, -0.342, 3.841)

Computed properties:
**SMILES**: CN/[NH+]=C\N=C/C(N)=O
**Molar mass**: 129.143 g mol⁻¹
**HOMO (alpha / beta)**: -13.29 / -13.29 eV
**Charge**: +1

=====

#two
C4H9N4O | the ωB97M-V functional and the def2-TZVPD basis

Atoms and positions in Å:
C (-1.756, -1.030, -0.801)
N (-1.458, -0.017, 0.154)
N (-0.148, 0.435, 0.145)
C (0.607, -0.125, 1.007)
O (-0.041, -0.907, 1.859)
C (2.112, -0.001, 0.889)
N (2.415, 0.321, -0.476)
N (1.707, 0.915, -1.260)
C (0.424, 1.312, -0.960)
H (-1.358, -2.088, -0.350)
H (-2.869, -1.050, -0.819)
H (-1.436, -0.834, -1.820)
H (-2.125, 0.698, 0.096)
H (-1.096, -0.990, 1.944)
H (2.591, 0.863, 1.473)
H (2.530, -1.009, 1.260)
H (0.192, 2.350, -0.585)
H (-0.290, 1.157, -1.759)

Computed properties:
**SMILES**: CN[N+]1=C(O)CN=NC1
**Molar mass**: 129.143 g mol⁻¹
**HOMO**: -13.61 eV
**Charge**: +1

=====

Pick #one: it beats the second-best structure by 138.0 kJ/mol.

=====

#one
C5H8O4 | the ωB97M-V functional and the def2-TZVPD basis

Atoms and positions in Å:
C (-1.035, 2.068, 0.856)
C (-2.456, 1.345, 0.799)
O (-2.833, 0.947, 1.858)
O (-3.030, 1.339, -0.374)
H (-0.770, 2.548, -0.055)
H (-0.410, 1.111, 0.996)
H (-0.997, 2.696, 1.786)
C (0.582, -1.211, -0.786)
C (1.572, -0.176, -0.383)
C (1.286, -2.635, -0.598)
O (0.585, -3.486, -0.115)
O (2.344, -2.625, -1.341)
H (-0.224, -1.163, -0.068)
H (0.254, -1.095, -1.855)
H (1.409, 0.728, -0.910)
H (2.610, -0.643, -0.399)
H (1.113, 0.251, 0.591)

Computed properties:
**Molar mass**: 132.115 g mol⁻¹
**HOMO**: -1.08 eV
**Charge**: -2

=====

#two
C5H8O4 | the ωB97M-V functional and the def2-TZVPD basis

Atoms and positions in Å:
C (-2.371, -1.243, 1.388)
C (-1.756, -2.192, 0.383)
O (-2.431, -3.102, -0.173)
O (-0.533, -1.978, 0.172)
H (-3.424, -1.409, 1.659)
H (-2.426, -0.266, 0.890)
H (-1.707, -1.242, 2.242)
C (1.098, 0.571, -0.642)
C (2.455, 0.953, -1.216)
C (0.452, 1.843, -0.005)
O (1.164, 2.486, 0.829)
O (-0.671, 2.223, -0.419)
H (0.405, 0.019, -1.269)
H (1.338, -0.054, 0.225)
H (3.080, 0.220, -1.740)
H (2.995, 1.390, -0.372)
H (2.332, 1.778, -1.954)

Computed properties:
**Molar mass**: 132.115 g mol⁻¹
**HOMO**: -0.90 eV
**Charge**: -2

=====

Pick #two: it beats the second-best structure by 81.3 kJ/mol.

=====

#one
C4H6S | the ωB97M-V functional and the def2-TZVPD basis

Atoms and positions in Å:
C (-1.040, -0.311, 1.060)
C (0.295, -0.181, 1.193)
C (-1.081, -0.179, -0.522)
C (0.785, 0.028, -0.209)
S (1.533, 1.601, -0.690)
H (-1.708, -0.551, 1.803)
H (0.950, -0.338, 1.987)
H (-1.317, -0.999, -1.150)
H (-1.455, 0.724, -1.033)
H (1.375, -0.910, -0.423)
H (1.665, 1.116, -2.016)

Computed properties:
**Molar mass**: 86.159 g mol⁻¹
**HOMO**: -8.73 eV
**Charge**: 0

=====

#two
C4H6S | the ωB97M-V functional and the def2-TZVPD basis

Atoms and positions in Å:
S (-1.698, -0.894, -2.023)
C (-0.755, -0.194, -0.769)
C (0.696, 0.220, -0.796)
C (0.675, 0.346, 0.711)
C (-0.663, -0.358, 0.916)
H (1.517, -0.234, -1.437)
H (0.655, 1.167, -1.355)
H (1.366, -0.120, 1.163)
H (0.564, 1.425, 1.099)
H (-1.654, 0.000, 1.489)
H (-0.703, -1.358, 1.002)

Computed properties:
**SMILES**: S=C1CCC1
**Molar mass**: 86.159 g mol⁻¹
**HOMO**: -8.46 eV
**Charge**: 0

=====

Pick #one: it beats the second-best structure by 36.7 kJ/mol.

=====

#one
C4H6S | the ωB97M-V functional and the def2-TZVPD basis

Atoms and positions in Å:
C (1.221, -0.539, 2.102)
C (0.892, -0.612, 0.817)
C (0.154, -0.532, -0.426)
C (-1.261, 0.178, -0.413)
S (0.789, 0.298, -1.781)
H (1.680, -0.568, 3.006)
H (0.558, -1.583, -0.943)
H (-1.020, 1.325, -0.461)
H (-1.765, 0.358, 0.808)
H (-1.935, -0.072, -1.259)
H (0.687, 1.748, -1.450)

Computed properties:
**SMILES**: C#C[C@@H](C)S
**Molar mass**: 86.159 g mol⁻¹
**HOMO**: -9.03 eV
**Charge**: 0

=====

#two
C4H6S | the ωB97M-V functional and the def2-TZVPD basis

Atoms and positions in Å:
C (-1.292, -0.003, -0.449)
C (-0.687, 1.162, -0.060)
C (-0.208, -1.063, -0.133)
C (0.779, -0.007, 0.388)
S (2.360, 0.176, -0.415)
H (-2.374, -0.086, -0.729)
H (-1.126, 2.226, 0.102)
H (-0.338, -1.837, 0.625)
H (0.151, -1.612, -1.064)
H (0.939, -0.091, 1.426)
H (2.847, 0.901, 0.566)

Computed properties:
**Molar mass**: 86.159 g mol⁻¹
**HOMO**: -8.68 eV
**Charge**: 0

=====

Pick #two: it beats the second-best structure by 215.7 kJ/mol.

=====

#one
C4H6S | the ωB97M-V functional and the def2-TZVPD basis

Atoms and positions in Å:
C (1.420, -1.824, 1.020)
C (0.553, -1.025, 0.459)
C (-0.233, -0.333, -0.352)
C (-0.237, 1.225, -0.523)
S (-1.729, 2.129, -1.283)
H (2.316, -2.263, 0.431)
H (1.277, -1.921, 2.120)
H (-1.011, -0.908, -0.949)
H (-0.229, 1.397, 0.537)
H (0.536, 1.806, -0.908)
H (-2.664, 1.716, -0.551)

Computed properties:
**SMILES**: C=C=CCS
**Molar mass**: 86.159 g mol⁻¹
**HOMO**: -9.17 eV
**Charge**: 0

=====

#two
C4H6S | the ωB97M-V functional and the def2-TZVPD basis

Atoms and positions in Å:
C (0.113, 1.715, 0.342)
C (-0.053, 0.463, -0.336)
C (-1.319, -0.123, -0.263)
C (-2.271, -0.747, 0.102)
H (-0.286, 1.523, 1.366)
H (-0.553, 2.314, -0.531)
H (1.139, 2.096, 0.082)
H (0.296, 0.440, -1.476)
H (0.382, -2.243, 0.965)
H (-3.102, -1.170, 0.375)
S (1.457, -0.675, 0.009)

Computed properties:
**Molar mass**: 86.159 g mol⁻¹
**HOMO**: -9.07 eV
**Charge**: 0

=====

#three
C4H6S | the ωB97M-V functional and the def2-TZVPD basis

Atoms and positions in Å:
C (1.608, -0.531, 0.514)
C (0.955, -0.261, -0.605)
C (-0.353, 0.220, -0.868)
C (-1.474, 0.115, 0.314)
S (-0.597, 0.610, -2.406)
H (0.969, -0.438, 1.394)
H (2.527, -0.458, 1.026)
H (1.608, -0.171, -1.618)
H (-1.464, -0.621, 1.324)
H (-2.404, 0.409, -0.179)
H (-1.375, 1.126, 1.104)

Computed properties:
**SMILES**: C=CC(C)=S
**Molar mass**: 86.159 g mol⁻¹
**HOMO**: -8.83 eV
**Charge**: 0

=====

Pick #one: it beats the second-best structure by 79.6 kJ/mol.

=====

#one
C4H12O | the ωB97M-V functional and the def2-TZVPD basis

Atoms and positions in Å:
C (1.169, -2.184, 0.795)
O (-0.026, -1.905, 1.393)
H (-0.352, -0.980, 1.200)
H (1.752, -2.670, 1.606)
H (1.678, -1.336, 0.340)
H (0.985, -2.990, 0.048)
C (-0.367, 0.802, -0.645)
C (0.797, 1.791, -0.837)
C (-1.685, 1.573, -0.748)
H (-0.233, 0.327, 0.350)
H (-0.303, -0.017, -1.356)
H (1.763, 1.302, -0.880)
H (0.564, 2.464, -1.659)
H (-2.535, 1.031, -0.339)
H (0.817, 2.496, -0.004)
H (-1.832, 1.861, -1.782)
H (-1.645, 2.468, -0.132)

Computed properties:
**Molar mass**: 76.139 g mol⁻¹
**HOMO (alpha / beta)**: -15.45 / -15.45 eV
**<S²>**: 0.754
**Multiplicity**: 2
**Charge**: +1

=====

#two
C4H12O | the ωB97M-V functional and the def2-TZVPD basis

Atoms and positions in Å:
C (0.530, -1.412, 1.492)
C (0.358, -0.508, 0.277)
C (0.367, 0.945, 0.663)
C (0.220, 1.792, -0.592)
H (1.444, -1.329, 2.072)
H (0.554, -2.358, 1.083)
H (-0.344, -1.367, 2.277)
H (-0.657, -0.629, -0.299)
H (1.076, -0.795, -0.428)
H (1.236, 1.105, 1.286)
H (-0.253, 1.200, 1.370)
H (0.800, 1.352, -1.374)
H (0.601, 2.766, -0.588)
H (-0.861, 1.848, -0.855)
H (-1.115, -1.372, -2.222)
H (-1.964, -0.295, -1.793)
O (-1.993, -0.944, -2.370)

Computed properties:
**Molar mass**: 76.139 g mol⁻¹
**HOMO (alpha / beta)**: -15.72 / -15.56 eV
**<S²>**: 0.752
**Multiplicity**: 2
**Charge**: +1

=====

Pick #one: it beats the second-best structure by 125.3 kJ/mol.